A structure of composition C30H29BrKN2SSb, computed with ωB97M-V/def2-TZVPD.

Structure (XYZ):
```
65
C30H29BrKN2SSb, DFT ωB97M-V/def2-TZVPD
Sb -2.045 -0.949 -0.764
Br 2.849 -2.337 -2.321
K 1.064 0.564 -2.920
S -2.017 -0.453 -2.959
N 2.232 2.888 -2.881
N 2.017 -0.469 -0.476
C -1.483 0.673 0.442
C -6.315 -1.307 -0.083
C 2.710 -0.295 1.817
C 3.551 -2.068 0.425
C 0.258 4.005 -3.916
C 0.214 -4.648 -0.823
C -6.418 -2.248 0.932
C 4.194 2.182 -1.513
C -1.176 1.652 2.617
C -0.975 1.822 -0.152
C -5.068 -0.954 -0.578
C 2.492 4.057 -0.952
C -0.578 -3.557 -1.154
C 1.990 0.139 0.712
C -5.280 -2.844 1.454
C -0.783 -2.545 -0.224
C 0.605 -3.708 1.357
C -4.028 -2.495 0.964
C 1.260 3.844 -2.811
C -0.549 2.881 0.640
C 0.802 -4.724 0.430
C 3.499 -1.426 1.651
C 2.784 -1.531 -0.593
C -1.599 0.591 1.829
C 2.975 3.025 -1.744
C 1.377 4.594 -1.650
C -0.643 2.789 2.022
C -0.186 -2.616 1.033
C -3.926 -1.546 -0.047
C 2.648 0.468 3.109
H -2.036 -0.283 2.300
H -0.402 4.850 -3.717
H -0.305 3.612 2.638
H 1.075 -3.761 2.331
H -1.025 -3.486 -2.140
H 1.421 -5.575 0.685
H 4.084 -1.806 2.481
H 3.301 1.343 3.069
H -5.365 -3.585 2.239
H 2.921 4.410 -0.023
H -3.141 -2.976 1.361
H 0.749 4.180 -4.877
H 4.722 2.511 -0.616
H 1.376 1.032 0.774
H 4.888 2.258 -2.355
H -4.984 -0.232 -1.382
H 3.967 1.117 -1.384
H -7.206 -0.851 -0.494
H 1.636 0.826 3.299
H 4.162 -2.942 0.258
H 2.965 -0.148 3.949
H -0.387 3.125 -4.043
H -7.393 -2.522 1.315
H -0.922 1.915 -1.233
H 0.771 5.446 -1.372
H 0.379 -5.435 -1.548
H -0.316 -1.818 1.754
H -0.116 3.750 0.161
H -1.269 1.593 3.694
```

Computed properties:
- HOMO-LUMO gap: 6.07 eV
- Maximum force: 0.2 eV/Å
- 2S+1: 1
- E_LUMO: 0.17 eV
- Net charge: 0